[1]
# C35H38BN7O5Ta

A molecular structure, C35H38BN7O5Ta (wB97M-V/def2-TZVPD, the OMol25 dataset).

```
87
Properties=species:S:1:pos:R:3:lowdin_charge:R:1
Ta -0.4825 -0.1371 0.0100 2.004
C -2.6316 -1.8529 -3.2351 -0.023
C -2.7758 -0.3330 -3.3629 -0.344
C -1.6156 0.3510 -4.0787 -0.050
C -3.1917 0.2922 -2.0558 -0.222
C -4.5092 0.6758 -1.8391 0.018
C -4.5526 1.1766 -0.5576 -0.028
N -3.3365 1.0964 -0.0310 -0.030
N -2.4618 0.5420 -0.9285 0.001
B -2.9402 1.5994 1.3635 -0.536
N -1.7731 2.5756 1.2500 -0.036
C -1.8540 3.8970 1.4055 -0.036
C -0.5755 4.3960 1.4493 0.009
C 0.2710 3.2911 1.3254 -0.246
N -0.4746 2.1637 1.1774 0.045
C 1.7642 3.4678 1.5226 -0.346
C 2.6486 3.2610 0.2929 -0.044
C 2.2910 2.7208 2.7452 -0.035
N -2.5061 0.4370 2.2585 -0.018
C -3.0421 0.1036 3.4270 -0.015
C -2.3781 -0.9964 3.9242 0.023
C -1.4047 -1.3131 2.9848 -0.219
N -1.5011 -0.4350 1.9422 -0.031
C -0.4233 -2.4414 3.1729 -0.382
C -1.1477 -3.7805 3.0070 -0.042
C 0.2331 -2.3447 4.5534 -0.050
H -2.2965 -2.2789 -4.1814 0.097
H -3.5888 -2.3067 -2.9773 0.093
H -1.9205 -2.1364 -2.4625 0.051
H -3.6515 -0.1679 -3.9954 0.133
H -0.6596 0.1692 -3.6017 0.039
H -1.7892 1.4284 -4.1435 0.088
H -1.5451 -0.0297 -5.0983 0.097
H -5.3174 0.6015 -2.5453 0.122
H -5.3632 1.5934 0.0164 0.137
H -3.8893 2.1352 1.8522 0.131
H -2.8123 4.3778 1.5097 0.135
H -0.2721 5.4158 1.6097 0.118
H 1.8375 4.5316 1.7595 0.130
H 2.7877 2.2070 0.0581 0.054
H 3.6395 3.6699 0.4918 0.096
H 2.2587 3.7824 -0.5856 0.092
H 2.3233 1.6486 2.5741 0.044
H 1.6694 2.9150 3.6201 0.091
H 3.3050 3.0553 2.9685 0.091
H -3.8640 0.6744 3.8263 0.138
H -2.5595 -1.4998 4.8570 0.122
H 0.3566 -2.3857 2.4242 0.092
H -1.9203 -3.8970 3.7694 0.087
H -0.4381 -4.6009 3.1075 0.090
H -1.6139 -3.8605 2.0256 0.075
H -0.4943 -2.4902 5.3535 0.081
H 0.7135 -1.3772 4.7122 0.080
H 0.9901 -3.1229 4.6516 0.091
O 1.3069 -5.4963 -2.5730 0.210
C 0.8827 -4.4932 -2.0994 -0.197
C 0.2755 -4.3342 -0.6710 -0.226
O 0.1599 -5.1832 0.1636 0.176
C -0.0685 -2.9001 -0.6168 -0.223
C 0.2338 -2.2506 -1.7586 -0.245
O -0.0375 -0.9497 -1.7019 -0.207
C 0.8143 -3.1018 -2.8001 -0.245
O 1.1749 -2.8297 -3.9092 0.168
O -0.5930 -2.1362 0.3235 -0.150
N 0.4206 1.5171 -1.3450 0.019
C 1.4753 1.1339 -2.2752 -0.245
C 1.4072 1.6013 -3.5745 -0.036
C 2.3397 1.1938 -4.5154 -0.045
C 3.3322 0.3038 -4.1445 -0.047
C 3.4130 -0.1315 -2.8324 -0.010
C 2.5081 0.2897 -1.8581 -0.138
C 2.6773 -0.1267 -0.4406 -0.191
C 3.9620 -0.4256 0.0192 -0.016
C 4.1916 -0.8013 1.3324 -0.038
C 3.1427 -0.8410 2.2372 -0.064
C 1.8710 -0.5016 1.8063 -0.150
C 1.6064 -0.1569 0.4740 -0.224
H 0.7949 2.1889 -0.6795 0.054
H -0.3083 2.0087 -1.8596 0.113
H 0.6077 2.2746 -3.8606 0.116
H 2.2737 1.5546 -5.5326 0.116
H 4.0431 -0.0577 -4.8744 0.117
H 4.1860 -0.8389 -2.5658 0.118
H 4.8054 -0.3442 -0.6524 0.115
H 5.1970 -1.0416 1.6518 0.117
H 3.3144 -1.1075 3.2720 0.117
H 1.0738 -0.4812 2.5415 0.078
```

Output
Net charge   +1
DFT total energy   -59806.7560 eV
Relative energy (zero: lowest compared OMol25 entry of this formula, charge and spin)   0.1169 eV
HOMO-LUMO gap   7.2 eV

[2]
# H34O17

17 unconnected molecules or ions with the total composition H34O17 (wB97M-V/def2-TZVPD, the OMol25 dataset).

```
51
Properties=species:S:1:pos:R:3:lowdin_charge:R:1
O 16.7010 -10.6320 -2.6730 -0.052
H 15.8010 -10.5570 -3.0540 0.003
H 17.1210 -9.7970 -2.6670 0.031
O 19.2940 -11.3070 -2.9620 -0.081
H 19.2610 -11.4280 -3.9100 -0.029
H 18.3950 -11.3130 -2.5870 -0.009
O 19.5690 -10.7090 -5.6580 -0.040
H 18.8440 -11.1870 -6.0070 -0.026
H 20.3200 -11.3210 -5.7960 0.100
O 13.4770 -13.4340 -7.0070 -0.093
H 12.5870 -13.8380 -6.8190 0.081
H 13.9080 -13.3310 -6.1420 -0.025
O 13.7220 -10.7310 -6.4720 -0.012
H 13.7670 -11.5070 -6.9690 -0.022
H 14.1500 -9.9930 -6.9410 0.067
O 17.4860 -13.4660 -3.9140 -0.091
H 17.5140 -12.6060 -4.3770 -0.022
H 17.2590 -13.3350 -2.9590 0.075
O 17.1820 -10.0180 -8.2950 -0.038
H 17.8580 -9.7060 -8.9030 0.071
H 16.3250 -9.6050 -8.4530 0.081
O 17.0610 -11.7810 -5.8900 -0.057
H 16.7500 -10.8810 -5.8770 0.024
H 16.5470 -12.2340 -6.5660 0.023
O 18.9320 -8.3640 -6.6780 -0.061
H 19.1730 -9.1570 -6.1710 -0.004
H 18.5840 -8.8210 -7.4390 -0.017
O 19.1470 -11.9180 -8.0740 -0.023
H 19.1280 -12.7670 -8.4890 0.042
H 18.3430 -11.5280 -8.4160 -0.005
O 14.3640 -10.4640 -3.9000 -0.036
H 13.6100 -10.4410 -3.3230 0.087
H 14.0690 -10.4040 -4.8060 0.007
O 16.2180 -13.1190 -8.0770 -0.040
H 16.3360 -14.0550 -7.8590 0.052
H 16.8280 -12.7990 -8.7330 0.047
O 14.3470 -12.1520 -9.6880 -0.075
H 15.1220 -12.3720 -9.1380 -0.031
H 14.2020 -12.8350 -10.3420 0.031
O 18.9580 -14.2670 -6.3140 -0.007
H 19.3020 -13.4390 -6.5890 -0.007
H 19.6810 -14.6020 -5.7900 0.073
O 16.4500 -15.3100 -6.4480 -0.004
H 16.4300 -16.0500 -7.0640 0.065
H 17.3040 -14.9910 -6.5030 -0.059
O 16.4370 -8.8460 -5.5870 -0.037
H 16.9690 -8.1240 -5.9770 0.050
H 15.5580 -8.5300 -5.4920 0.020
O 14.6620 -12.9780 -4.6960 -0.068
H 15.6500 -12.8350 -4.7430 0.037
H 14.4670 -12.1560 -4.2210 0.004
```

Output
Net charge   0
DFT total energy   -35359.9745 eV
Relative energy (zero: lowest compared OMol25 entry of this formula, charge and spin)   2.0368 eV
HOMO-LUMO gap   9.3 eV